Record 1
C50H52As2N4O2Tl as an isolated structure, computed with wB97M-V/def2-TZVPD.

The geometry in XYZ format:
```
111
Properties=species:S:1:pos:R:3:forces:R:3:mulliken_charge:R:1
Tl 0.172 -0.692 -1.364 0.8 -0.6 0.2 1.449
As -2.799 1.309 -0.306 -0.7 0.8 -0.2 1.149
As -3.142 -1.854 -0.546 -1.3 -1.0 0.1 1.286
O 2.455 -0.084 -0.772 -1.2 -0.2 0.0 -0.308
O -0.272 1.093 0.239 -0.4 0.0 -0.9 -0.611
N 4.900 2.322 -2.271 0.2 0.0 -0.2 -0.040
N 2.840 3.656 -0.635 -0.3 0.0 0.1 0.073
N 1.582 -2.840 0.151 0.0 0.5 -0.3 0.174
N 0.595 -1.689 2.910 1.0 0.4 0.6 -0.266
C -1.967 -4.703 -3.442 0.0 0.0 0.0 -0.832
C -4.463 -2.181 2.024 0.1 0.2 0.0 -0.269
C -2.638 3.246 -4.552 0.0 0.0 0.0 -0.615
C 0.045 -2.998 3.017 -0.2 -0.2 -0.1 -0.314
C 2.135 2.992 2.254 0.1 0.0 0.0 -0.100
C -3.532 -4.209 1.083 0.2 -0.1 -0.1 -0.658
C -4.367 3.461 0.783 -0.1 -0.1 -0.1 -0.578
C 0.047 -0.692 2.398 -1.2 -0.4 -0.5 -0.467
C 1.458 1.041 3.409 -0.1 0.1 -0.1 0.114
C 2.649 2.824 4.722 -0.1 0.0 0.0 -1.797
C -2.587 1.261 -3.198 0.0 -0.2 0.1 -0.129
C 1.501 2.517 1.067 -0.5 -0.3 0.2 0.520
C -4.591 4.637 1.482 0.0 0.0 0.0 -0.824
C 5.299 4.195 -0.755 -0.2 -0.4 -0.1 -1.363
C -3.107 2.863 0.827 0.3 -0.2 0.1 0.046
C 7.560 -2.403 -1.172 0.0 -0.1 0.1 -1.682
C 2.076 2.310 3.435 0.1 0.0 0.0 0.194
C -3.582 5.205 2.247 0.0 0.0 -0.1 -0.645
C -1.933 -3.680 -2.505 0.1 0.1 0.1 0.116
C -4.701 -0.785 -1.115 0.3 0.6 -0.1 -1.182
C 0.719 0.604 2.338 0.0 0.4 -0.3 -0.023
C -4.344 -4.901 -3.140 0.0 0.0 0.0 -0.807
C 0.968 -3.974 2.302 -0.2 0.0 -0.2 -0.810
C 2.843 -2.994 0.078 -0.4 -0.2 0.2 -0.668
C -3.107 -3.267 -1.887 0.5 0.2 -0.1 0.588
C 4.259 1.198 -2.065 -0.2 -0.2 -0.1 -0.281
C -3.768 -2.835 1.002 0.5 0.4 -0.1 0.492
C -2.476 2.055 -2.057 0.2 -0.2 0.2 0.650
C 5.884 2.918 -1.380 0.2 0.4 0.2 -0.587
C -2.377 3.442 -2.169 0.1 0.1 0.1 -0.549
C 5.131 -2.527 -0.548 -0.2 0.3 -0.1 -0.675
C 1.775 2.996 -0.214 0.1 0.0 -0.2 -1.240
C -2.484 4.033 -3.417 0.1 0.0 -0.1 -0.834
C -4.999 -2.912 3.067 0.0 0.1 0.0 -0.711
C 0.573 1.400 1.156 1.1 0.4 1.2 -0.397
C 5.986 -0.450 -1.357 0.0 -0.2 -0.2 -0.125
C -4.828 -4.293 3.107 0.0 0.0 -0.1 -0.568
C 3.559 -0.709 -0.847 0.7 0.0 -0.2 -0.251
C 4.668 0.058 -1.359 -0.1 -0.1 0.4 -0.017
C 3.831 -2.062 -0.440 0.1 0.4 -0.3 0.671
C -3.171 -5.312 -3.759 0.0 0.0 0.0 -0.577
C 0.851 -3.948 0.766 0.1 -0.1 0.3 -0.527
C 6.215 -1.757 -1.013 0.2 0.2 0.0 0.012
C -4.318 -3.879 -2.205 -0.2 0.1 0.2 -0.439
C -4.082 -4.935 2.124 0.0 0.0 0.0 -0.769
C -2.677 1.860 -4.443 0.1 -0.1 0.0 -0.927
C -4.661 0.603 -0.511 0.0 -0.3 0.2 -1.426
C -2.097 3.433 1.594 0.2 -0.2 -0.1 -0.168
C 4.052 3.986 0.121 0.4 0.2 0.1 -0.569
C -2.334 4.601 2.301 0.0 0.0 0.0 -0.841
H -2.247 4.058 -1.290 -0.1 0.0 0.0 0.455
H -5.199 1.314 -1.139 0.1 0.1 0.0 0.727
H -5.549 -2.407 3.849 0.0 0.0 0.0 0.484
H -3.773 6.117 2.796 0.0 0.0 0.0 0.431
H -1.051 -5.021 -3.921 0.0 0.0 0.0 0.477
H 5.093 4.942 -1.528 0.0 0.0 0.0 0.473
H 1.993 -3.726 2.584 0.0 -0.1 0.0 0.338
H -0.974 -0.727 1.949 0.3 -0.1 0.1 0.334
H 4.232 3.182 0.838 -0.1 0.0 0.0 0.527
H 0.758 -4.986 2.651 0.0 0.0 0.0 0.519
H 3.268 3.706 4.569 0.0 0.0 0.0 0.398
H 3.240 2.050 5.211 0.1 0.0 0.0 0.405
H -5.239 -3.578 -1.719 0.0 0.0 0.0 0.358
H -5.276 -4.869 3.905 0.0 0.0 0.1 0.446
H 5.337 -3.558 -0.277 -0.1 0.0 0.1 0.531
H 3.267 1.126 -2.505 0.1 0.1 -0.2 0.585
H 6.072 4.618 -0.113 0.0 0.1 0.0 0.412
H 4.573 2.930 -3.009 -0.1 -0.1 0.0 0.375
H 7.896 -2.825 -0.224 0.1 0.0 0.0 0.386
H -2.953 -4.716 0.320 0.0 0.0 0.0 0.373
H -1.122 2.971 1.636 0.0 0.1 0.0 0.737
H -0.987 -3.212 -2.257 0.0 -0.1 0.0 0.015
H -1.542 5.033 2.896 0.0 0.0 0.0 0.507
H 1.067 2.707 -0.986 0.0 0.2 -0.1 0.680
H -5.564 5.106 1.427 0.0 0.0 0.0 0.455
H 0.022 -3.251 4.080 0.0 0.0 -0.1 0.489
H 2.818 3.996 -1.584 -0.1 -0.1 0.0 0.426
H 6.132 2.198 -0.603 0.0 0.0 -0.1 0.437
H 8.306 -1.698 -1.530 0.0 0.0 0.0 0.386
H 2.627 3.955 2.230 0.1 0.0 0.0 0.743
H -2.612 0.179 -3.115 0.0 0.0 -0.1 0.529
H -5.104 0.628 0.486 0.1 0.0 0.0 0.714
H 6.795 0.146 -1.762 0.0 0.0 0.0 0.478
H -5.286 -5.376 -3.376 0.0 0.0 0.0 0.448
H -2.726 3.711 -5.524 0.0 0.0 0.0 0.436
H 1.843 3.084 5.410 0.0 0.1 0.0 0.326
H 1.527 0.401 4.281 -0.1 0.0 0.0 0.615
H -5.173 3.049 0.194 0.0 0.0 0.0 0.336
H 3.893 4.915 0.672 -0.1 -0.1 0.1 0.361
H 6.791 3.170 -1.930 0.0 -0.1 0.0 0.376
H -2.459 5.111 -3.500 0.0 0.0 0.0 0.482
H -4.593 -1.104 2.001 0.0 0.0 0.0 0.238
H -3.200 -6.109 -4.489 0.0 0.0 0.0 0.430
H -3.934 -6.005 2.162 0.0 0.0 0.0 0.472
H 3.283 -3.928 0.450 0.0 0.0 0.0 0.365
H 7.496 -3.228 -1.884 0.1 0.0 0.0 0.372
H -2.787 1.247 -5.327 0.0 0.0 0.0 0.501
H -4.641 -0.734 -2.203 0.1 -0.1 0.0 0.605
H 1.231 -4.906 0.396 -0.1 0.1 -0.1 0.546
H -0.978 -3.070 2.624 -0.2 0.0 -0.1 -0.003
H -5.617 -1.311 -0.846 0.1 -0.1 0.1 0.679
H -0.201 -3.859 0.467 0.0 -0.1 0.1 -0.274
```
Positions in Å, forces in eV/Å.

Its orbital gap (alpha / beta) is 0.146 / 0.128 Ha. As for the net charge: +3.



Record 2
One molecule with the formula C5H6O2, computed with wB97M-V/def2-TZVPD.

The geometry in XYZ format:
```
13
Properties=species:S:1:pos:R:3:forces:R:3:mulliken_charge:R:1
O -2.242 -0.277 -0.267 0.0 0.1 0.0 -0.511
O -0.728 2.022 0.149 0.5 0.0 0.1 -0.556
C 1.617 -0.524 -0.458 0.1 -0.2 0.1 -0.977
C 2.769 -0.566 -0.836 -0.8 -0.1 0.4 -0.028
C -1.165 -0.704 0.513 0.6 -0.4 -0.1 -0.463
C 0.066 1.155 0.435 -0.2 0.6 -0.1 0.004
C 0.182 -0.143 -0.292 -0.4 0.1 0.1 0.414
H -1.193 -1.784 0.610 0.1 -0.1 -0.2 0.368
H 3.794 -0.612 -1.171 -0.6 0.0 0.2 0.384
H -2.188 0.697 -0.314 -0.1 -0.3 0.0 0.360
H -1.294 -0.276 1.532 0.7 -0.3 -0.4 0.299
H -0.220 -0.119 -1.307 0.0 0.3 0.1 0.327
H 0.603 1.131 1.407 0.2 0.4 -0.2 0.381
```
Positions in Å, forces in eV/Å.

Its orbital gap is 0.392 Ha. As for the net charge: 0. Its SMILES is C#C[C@H](C=O)CO.



Record 3
C64H52AsN4O2PRu as an isolated structure, computed with wB97M-V/def2-TZVPD.

The geometry in XYZ format:
```
125
Properties=species:S:1:pos:R:3:forces:R:3:mulliken_spin:R:1
Ru -0.479 -0.363 0.821 1.0 -1.0 2.0 0.924
As -0.826 1.725 -1.306 0.0 0.6 -0.2 0.009
P 1.125 -1.162 2.537 -0.7 0.6 -0.1 0.023
O 3.049 -5.141 -3.048 0.1 0.1 0.0 0.000
O 6.149 0.742 -1.699 0.1 -0.1 0.2 0.000
N 1.449 0.172 -0.075 -0.2 -0.3 -1.0 -0.034
N 0.172 -2.132 -0.367 0.7 0.0 -0.4 -0.011
N -1.898 -0.986 2.288 -0.1 0.1 -0.4 -0.021
N -2.358 -0.960 -0.290 0.0 0.3 -0.2 0.088
C 1.875 2.422 -4.354 -0.1 0.0 0.1 -0.001
C 3.741 0.858 -1.500 -0.2 0.3 0.2 0.005
C -5.873 0.971 -1.863 0.0 -0.1 0.1 0.000
C -4.241 4.023 -2.176 0.0 0.0 0.0 -0.003
C 0.764 5.588 -0.360 0.0 0.0 0.1 0.000
C 5.133 -0.821 1.726 0.0 0.0 0.0 0.002
C 0.322 0.222 -3.647 0.0 0.0 0.1 0.003
C 2.921 -1.499 2.413 -0.1 -0.2 -0.3 0.006
C 3.180 1.731 -0.565 0.0 -0.2 -0.4 0.013
C 1.356 -2.024 -1.021 -0.6 -0.5 0.2 0.035
C 0.067 2.436 4.135 0.0 0.2 0.1 0.005
C 3.483 -2.606 3.048 -0.1 -0.1 0.0 -0.003
C 0.082 -5.011 3.221 0.0 0.0 0.1 0.002
C 1.049 2.489 -3.236 0.0 -0.2 -0.1 0.013
C -3.021 -1.637 1.826 -0.1 -0.1 -0.1 -0.002
C -2.068 -0.866 3.615 0.1 0.0 -0.1 -0.015
C 0.888 2.493 5.286 0.1 -0.1 0.0 -0.002
C 1.681 4.808 -2.439 0.0 0.0 0.0 -0.002
C 0.524 -3.831 2.652 0.0 0.1 0.1 0.001
C 1.061 0.283 3.622 0.3 -0.1 0.1 -0.024
C 0.113 3.441 -1.211 0.1 -0.1 -0.1 0.014
C 0.118 -2.670 4.715 0.1 0.1 0.0 -0.004
C 4.852 -2.814 3.020 0.1 0.0 0.0 0.000
C -2.611 -0.974 -1.725 0.1 -0.1 -0.2 -0.025
C 1.582 5.784 -1.461 0.0 0.0 0.0 0.001
C 0.016 -4.396 -1.086 0.3 0.0 -0.2 0.000
C -0.635 1.259 2.075 -0.1 0.0 -0.3 -0.080
C 0.532 -2.648 3.391 0.0 0.0 0.0 -0.033
C 0.954 3.630 -2.316 0.1 0.1 0.2 0.014
C -0.329 -3.853 5.284 0.0 0.0 0.0 0.001
C 0.178 1.336 3.251 0.0 -0.1 0.0 0.023
C -3.871 -1.965 2.889 0.1 0.0 -0.2 -0.009
C 3.768 -0.609 1.757 0.0 0.1 0.1 -0.001
C 2.038 1.354 0.118 -0.2 0.1 -0.3 0.008
C 1.919 -3.097 -1.713 -0.3 0.2 0.2 -0.006
C -3.105 3.494 -1.586 0.0 0.0 0.2 0.011
C 1.239 -4.299 -1.763 -0.3 -0.1 0.2 -0.003
C -0.902 3.438 3.885 0.0 -0.1 -0.1 -0.002
C -2.405 2.466 -2.208 0.1 0.0 0.0 0.003
C -3.990 2.508 -4.018 0.1 0.1 -0.1 -0.003
C -0.467 -3.303 -0.400 0.0 0.0 -0.1 -0.012
C -1.589 2.235 1.919 -0.1 -0.1 -0.2 0.007
C -4.559 -0.994 -3.293 0.1 0.0 0.0 -0.001
C -5.784 -0.521 -3.735 0.0 0.0 0.0 0.000
C -4.686 3.529 -3.393 0.0 0.1 0.0 0.005
C -6.444 0.464 -3.020 -0.1 -0.1 0.0 0.001
C -3.222 -1.594 0.437 0.1 0.1 0.2 -0.004
C -0.357 -5.020 4.538 0.0 0.0 0.0 -0.001
C 5.683 -1.929 2.354 0.0 0.0 0.0 -0.001
C 0.260 1.383 -2.890 0.0 0.0 -0.1 0.007
C -4.648 0.501 -1.425 0.0 -0.1 0.2 0.001
C 1.796 -5.480 -2.505 -0.2 -0.2 0.0 0.000
C -3.254 -1.472 4.029 0.0 0.0 0.0 0.006
C 1.760 1.485 5.593 -0.1 0.1 0.0 -0.001
C 0.026 4.419 -0.233 -0.1 -0.1 0.0 0.006
C -3.976 -0.482 -2.143 -0.1 -0.1 0.1 0.004
C -1.737 3.314 2.812 0.1 0.1 0.2 0.001
C 3.164 -0.393 -1.654 -0.3 0.1 0.3 -0.002
C 1.838 0.361 4.753 -0.1 0.0 -0.1 0.003
C 1.925 1.262 -5.108 0.0 0.0 0.0 0.002
C 4.968 1.235 -2.294 -0.1 0.1 -0.1 -0.001
C 2.023 -0.721 -0.925 0.1 0.8 0.3 -0.001
C -2.853 1.977 -3.428 0.1 0.1 -0.1 0.008
C 1.157 0.161 -4.755 0.0 0.0 0.0 -0.003
H 1.083 -5.765 -3.292 0.1 0.0 0.1 0.000
H 3.394 -5.891 -3.540 0.0 0.0 0.0 0.000
H -4.334 2.118 -4.966 0.0 0.0 0.0 0.000
H 0.088 -5.924 2.643 0.0 0.0 0.0 0.000
H -0.264 -0.650 -3.378 0.0 0.0 0.0 0.004
H 3.372 0.282 1.293 0.2 -0.3 0.3 0.004
H 2.378 1.539 6.477 0.0 0.0 0.1 0.000
H 4.921 0.776 -3.284 0.0 0.1 0.0 0.000
H -6.383 1.739 -1.300 0.0 0.1 0.0 0.000
H 2.861 -3.312 3.578 0.0 0.0 0.0 0.000
H -0.549 -5.317 -1.079 0.0 -0.1 0.0 0.001
H -2.513 4.048 2.638 0.0 0.0 0.0 0.001
H 2.875 -3.014 -2.202 0.1 0.0 0.0 -0.001
H -1.360 -0.351 4.238 0.1 0.0 0.0 -0.001
H -0.990 4.266 4.573 0.0 0.1 0.1 0.000
H -4.102 -2.052 -0.012 0.0 0.0 0.0 0.013
H -5.572 3.942 -3.854 0.0 0.0 0.0 0.000
H 2.515 -0.447 5.006 0.0 0.0 0.0 0.000
H -0.659 -3.858 6.312 0.0 0.0 0.1 0.000
H 0.803 3.354 5.932 0.0 0.1 0.1 0.000
H 3.586 -1.086 -2.364 0.0 -0.1 0.0 0.001
H 2.146 6.700 -1.557 0.0 0.1 0.0 0.000
H -2.761 3.898 -0.638 0.0 0.0 -0.1 0.003
H 2.562 1.216 -5.980 0.0 0.0 0.0 0.000
H -3.614 -1.514 5.041 0.0 0.0 0.1 0.000
H 1.207 -0.743 -5.345 0.0 -0.1 0.0 0.000
H 2.323 4.971 -3.292 0.1 0.0 -0.1 0.000
H -1.844 -0.357 -2.206 -0.2 -0.1 0.0 0.026
H -6.227 -0.930 -4.630 0.0 0.0 -0.1 0.000
H -4.776 4.825 -1.687 0.0 0.0 0.0 0.000
H -4.050 -1.770 -3.853 0.0 0.0 0.0 0.000
H -4.209 0.902 -0.519 0.0 0.0 0.0 0.001
H 1.564 2.006 0.841 0.0 0.0 0.0 0.003
H -4.822 -2.457 2.813 -0.2 -0.1 0.0 0.000
H -2.315 1.186 -3.937 0.0 0.0 0.0 0.002
H -2.291 2.168 1.087 0.1 0.0 0.1 0.004
H 3.593 2.714 -0.392 0.0 0.1 0.0 0.003
H 6.750 -2.093 2.333 0.1 0.0 0.0 0.000
H -1.388 -3.358 0.168 0.0 0.0 0.0 -0.003
H 5.008 2.324 -2.425 0.0 -0.1 0.0 -0.001
H -0.598 4.276 0.638 0.0 0.0 0.0 0.002
H 0.155 -1.769 5.313 0.0 0.0 0.0 0.000
H 6.233 1.115 -0.815 0.1 0.0 -0.1 0.000
H 5.267 -3.674 3.526 0.0 0.0 0.0 0.000
H 0.896 -3.836 1.638 0.0 0.0 -0.1 0.002
H -7.403 0.829 -3.357 -0.1 0.0 0.0 0.000
H 5.774 -0.115 1.217 0.0 0.0 0.0 0.000
H 0.699 6.346 0.407 0.0 0.1 0.0 0.000
H 2.479 3.271 -4.643 0.0 0.1 0.0 -0.001
H 1.878 -6.325 -1.807 0.0 0.1 -0.1 0.000
H -2.469 -1.991 -2.119 0.0 0.1 0.0 -0.001
H -0.712 -5.938 4.984 0.0 0.0 0.0 0.000
```
Positions in Å, forces in eV/Å.

As for the spin multiplicity: 2. Its orbital gap (alpha / beta) is 0.239 / 0.237 Ha. As for the net charge: +1.



For each record above, in turn, the calculated F_max values are 0.0324, 0.0182, 0.0478 hartree/bohr.
For each record above, in turn, the calculated relative energy (zero: lowest compared OMol25 entry of this formula, charge and spin) values are 0.4, 79.1, 28.8 kcal per mole.
For each record above, in turn, the calculated E values are -6949.05195, -344.47587, -5511.41551 Eh.